Molecular formula: C32H40ClN5OS2V
Method: DFT, ωB97M-V/def2-TZVPD

```
! RIJCOSX wB97M-V def2-TZVPD def2/J DEFGRID3
* xyz 1 3
C -4.2184 2.3978 2.1879
C 2.9129 3.5073 2.2409
C 6.1451 1.2174 -2.0324
H -7.2483 -3.5699 -2.5042
H 3.7480 2.2347 -2.4829
H -1.0431 -0.3605 3.6487
C -5.7821 -2.3924 -3.5304
C -6.3057 -3.0506 -2.4276
H -0.9822 -2.0717 3.1262
H 6.9175 -1.1944 -1.8770
H -6.0430 -3.6022 -0.3935
H -3.1054 -3.0490 2.7857
C -3.8664 -1.7575 -2.2276
N 1.8196 -0.8951 -0.6487
C -4.3866 1.7189 4.4739
C -3.5863 1.1962 1.8691
C -3.3661 0.2391 2.8585
N -3.6039 -2.3946 0.1095
C 4.9618 -0.1617 -3.7388
S -3.1035 0.9625 0.1968
C 3.8276 0.3249 -1.4705
H 6.3986 1.3334 -0.9806
C 0.5343 -0.8941 -0.9885
C 0.7017 -0.7640 1.1078
C 5.1788 0.0414 -2.2362
C -5.6195 -3.0593 -1.2256
O 4.0915 0.5537 -0.1068
H 4.5582 1.3915 -0.0107
H -6.3211 -2.3874 -4.4640
C 2.6617 3.0446 -0.1149
H -5.0697 3.6072 3.7276
H -3.6307 -0.2097 4.9436
Cl 4.3812 5.5490 3.2194
H -5.0836 -1.3787 1.1458
H 2.4971 1.1078 -2.9842
H -4.6828 1.9131 5.4931
N -2.6998 -1.0113 2.5275
H -4.1222 -1.2577 -4.2839
V -2.1950 -0.9989 0.1892
C 2.0351 2.2455 -1.2259
H 3.5891 -1.7854 -1.1107
C -4.4578 -2.2659 1.2958
N -0.2153 -0.8185 0.1101
H -3.3998 -4.5060 0.2694
H -2.0128 -1.5848 4.4719
H 4.6547 5.7405 0.3975
H 4.5441 0.7270 -4.2031
C 3.4900 4.1267 -0.3943
C -1.6248 -1.2695 3.4951
C 2.9726 -0.9730 -1.4943
C 4.0244 4.8957 0.6230
H -2.0342 -3.5716 0.9218
C 3.0390 1.4930 -2.1190
H 5.9195 -0.3575 -4.2152
H 1.7454 1.9095 1.4492
H -4.3715 -1.9830 3.4119
H 0.1694 -0.9430 -1.9985
H 5.4417 -2.1237 -2.0105
C -4.4035 -2.3982 -1.1063
H -5.1129 -3.1395 1.4153
C -4.5609 -1.7571 -3.4345
H 3.7066 4.3916 -1.4197
H 1.5010 2.9399 -1.8825
C -2.7845 -3.6090 0.1240
S -2.2954 -1.0329 -2.1061
C 2.3835 2.7482 1.2138
H 0.4675 -0.6568 2.1475
C -3.7826 0.5143 4.1579
H 1.2884 1.5720 -0.8023
H 2.6887 3.2724 3.2682
H 5.7634 -1.1739 -0.5478
H 7.0656 1.0202 -2.5759
H 2.6430 -1.1957 -2.5086
C -4.6038 2.6648 3.4847
H -4.3874 3.1165 1.4002
C 5.8594 -1.1959 -1.6309
H 4.3104 -1.0057 -3.9523
N 1.9281 -0.8259 0.6721
H 5.7430 2.1556 -2.4029
H -2.2672 -3.6999 -0.8386
C 3.7304 4.5853 1.9416
C -3.6574 -2.1254 2.5858
*
```

Summary:
Kohn-Sham gap (alpha / beta) (Ha): 0.2694 / 0.3062
HOMO level (alpha / beta) (eV): -10.3 / -10.6
Energy above the lowest of the compared OMol25 structures with the same formula, charge and spin (kJ/mol): 0.00

***

Molecular formula: C32H40F9O3PS2
Method: DFT, ωB97M-V/def2-TZVPD

```
! RIJCOSX wB97M-V def2-TZVPD def2/J DEFGRID3
* xyz 0 1
C -4.6262 0.3371 -0.5504
C 3.3359 -1.6417 1.6112
C -0.4548 -2.1881 -1.4416
S 5.2612 3.0729 -2.2519
C -1.5993 -1.5313 -1.9445
C 4.1809 1.2768 3.9108
H -4.7009 -0.5331 0.1014
H -1.1429 -1.9942 -4.4468
H -2.3108 0.5264 0.6462
H 5.0932 -0.9289 2.5943
H 7.0138 3.6981 1.9657
C 5.6967 1.9925 1.9714
C 1.2249 -2.3542 0.4903
F 6.7351 2.9055 -1.6758
S -3.4299 -3.4548 -3.6954
H -9.1120 3.0228 3.4347
H -1.1005 -4.9438 -1.9905
H -2.8068 -0.6982 -4.0212
H 5.3754 3.0458 3.7985
H -9.5404 1.3123 3.2554
F 6.4548 5.0514 -0.1026
C -6.5772 2.0488 -0.5763
C 4.5820 3.6942 -0.5747
C -0.6375 -0.7599 0.5088
F 3.8007 4.7388 -0.8701
H -8.4060 0.9598 -0.1094
H 4.9656 0.7376 4.4443
H 2.7441 -5.1395 -1.3252
F 3.8092 3.2020 -2.8689
H -0.2997 -3.3102 -3.2081
O 1.5986 -3.4954 0.3416
H -8.2028 1.7875 4.3157
F 4.8722 4.8699 1.3878
H 7.1583 2.6786 0.5625
H 0.2470 -6.7431 -2.0644
H -4.2483 1.1746 0.0346
C 5.6257 4.1586 0.4989
F 5.7883 2.5874 -3.6512
O -0.8513 0.3255 2.6036
H 6.4726 1.3449 2.3913
H 2.0379 -3.6133 -3.3667
C -1.8104 -0.2076 0.0328
H -5.9317 0.7823 -2.2005
C 0.2032 -3.2956 -2.2473
C -8.0521 1.9974 -0.1387
H -0.1221 -4.6580 -0.5706
H 5.1544 1.3683 1.2655
C 2.1009 -6.0190 -1.3225
H -6.4926 2.8010 -1.3602
C -8.7158 2.0109 3.3810
O -8.2928 2.6109 1.1097
H 3.8273 -2.4810 1.1399
P -2.2482 -1.9062 -3.5969
H 1.5033 1.2639 3.3825
C 1.9818 -1.4329 1.3881
H -8.6783 2.5324 -0.8504
H 1.0549 -5.6941 -3.1915
H -4.1366 -0.6982 -2.3314
C -3.6302 0.0034 -1.6682
F 3.8098 2.7309 -0.0549
H 3.9794 3.0713 2.7493
C -2.3231 -0.5900 -1.1943
C -0.0920 -4.6913 -1.6568
C -7.7438 1.9226 2.2208
H 1.8601 -6.2291 -0.2807
C 2.0371 0.4671 2.8810
H -6.7825 2.3674 2.4980
H -3.4140 0.9186 -2.2272
C 4.7870 2.4341 3.1087
C 4.0349 -0.7706 2.4302
H 2.3234 -3.0319 -1.7271
C 3.4034 0.3012 3.0651
H 2.6838 -6.8493 -1.7225
H -5.9833 2.3899 0.2705
H 1.7187 -1.9337 -2.9589
C -6.0113 0.7181 -1.1148
H -7.5488 0.8777 1.9566
F 5.5956 4.5625 -2.6613
C -0.1205 -0.2274 1.8103
C 6.4352 3.1168 1.2432
C 1.6615 -2.9578 -2.5840
C 0.8264 -5.8189 -2.1302
H 3.4996 1.7053 4.6450
H -6.7127 -0.0855 -0.8914
F 4.9721 1.5587 -1.8724
C 1.3356 -0.3809 2.0343
C 0.0264 -1.7734 -0.1910
*
```

Summary:
Kohn-Sham gap (Ha): 0.2825
HOMO level (eV): -8.7
SMILES string: CCC[C@H](C)c1c([PH2]=S)c(CCCCCOCC)cc2c1C(=O)c1ccc(CCCCC(F)(F)C(F)(F)S(F)(F)(F)(F)F)cc1C2=O

***

Molecular formula: C32H40FGaIN5O3Se
Method: DFT, ωB97M-V/def2-TZVPD

```
! RIJCOSX wB97M-V def2-TZVPD def2/J DEFGRID3
* xyz 2 1
Se 0.6477 -1.8784 -1.6783
C -2.6050 2.3041 6.4943
C 1.6925 -2.8279 1.3546
C 4.2224 -1.2111 2.2623
H 0.7428 -3.0075 0.8573
C -2.1252 4.6706 1.6284
C -3.3219 1.5336 5.4273
H -4.8733 7.1074 5.2596
H 3.7882 1.1037 -2.1705
H -2.8282 7.6861 1.9110
H 3.5292 -0.0340 -4.3613
H -5.0163 8.8275 2.0306
H 1.9562 -4.7827 2.1215
Ga -0.9895 -0.5506 -0.5583
C -2.9947 3.7677 3.6634
H -3.3852 0.3770 7.3094
C 2.1279 -1.3348 -0.6435
C -1.3462 1.0516 1.6796
H 6.6056 1.1004 1.5423
C -1.3674 -1.4545 2.0984
C 4.9557 -1.2263 -3.2682
H 7.0541 -0.6832 -3.3904
H 3.2270 -4.0672 -0.5658
C 3.9659 -0.2889 0.0288
C -1.8094 2.3533 2.0966
N -2.6858 1.4010 4.1234
H -2.5573 -0.6430 4.3409
C 2.5183 -4.1035 1.4754
O -1.4877 -1.7020 0.8147
H 3.8931 -1.8672 3.0565
C 5.3196 -0.3908 2.4118
O -0.6616 0.9531 0.6028
H -1.9672 7.2312 4.2868
H 6.0901 0.4915 -2.5182
H -3.4383 9.2233 3.8012
C -3.9432 7.6269 5.0383
C 3.5602 -0.6332 -3.4472
H -3.5645 3.8785 4.5750
C -2.3264 0.1863 3.6850
H -3.5787 8.1251 5.9338
C 2.8052 -4.7908 0.1420
C -4.7797 8.0375 2.7397
C 6.0788 -0.1974 -3.3649
H 5.8679 -0.4063 3.3439
H -4.4006 1.5981 5.3741
H 1.4693 -2.4023 2.3330
N -3.4039 6.0983 3.2150
C -1.6956 -0.0411 2.4924
C -3.7112 7.1050 2.2095
C 3.5598 -1.1431 1.0393
H 2.1153 0.6785 -2.5021
H 1.8419 -6.0534 -1.3396
H 3.4531 -3.8815 1.9937
H 5.9845 0.3980 -4.2764
C -2.9113 6.6869 4.4524
C -1.6332 3.4602 1.2568
C 1.5754 -5.4682 -0.4589
H 3.5846 -5.5375 0.3006
H 5.1004 -1.9819 -4.0413
C 3.1044 0.2684 -2.3087
C -2.8330 4.8571 2.8325
H -4.9695 9.3364 4.3803
N 2.4101 -1.7865 0.5855
C -2.4844 2.5122 3.3116
N -4.2796 8.6808 4.0118
H 2.8249 -1.4293 -3.5753
C 5.7392 0.4728 1.3826
C -2.7120 0.8130 6.5862
O -1.0437 -2.2657 2.9300
H 0.8132 -4.7493 -0.7642
H -4.1074 6.6342 1.3137
C 5.0715 0.5447 0.1787
H -5.6869 7.4970 3.0021
H -1.6348 2.7127 6.2434
H -3.2012 2.9100 7.1627
H -1.1070 3.3494 0.3185
I -2.6476 0.5303 -2.0602
H 1.1181 -6.1484 0.2632
H -2.7081 5.9136 5.1890
F -1.9101 5.7311 0.8279
N 3.0533 -0.4441 -1.0167
H 5.3962 1.2182 -0.6009
H 5.0126 -1.7603 -2.3129
H -1.8105 0.2428 6.4070
*
```

Summary:
Kohn-Sham gap (Ha): 0.2820
HOMO level (eV): -12.9
Energy above the lowest of the compared OMol25 structures with the same formula, charge and spin (kJ/mol): 7.43

***

Molecular formula: C32H40HfN6O4SSi3
Method: DFT, ωB97M-V/def2-TZVPD

```
! RIJCOSX wB97M-V def2-TZVPD def2/J DEFGRID3
* xyz 2 1
C -2.9396 -13.3079 0.6317
C 3.7784 -17.8031 1.7751
H -0.7456 -23.0493 2.9552
C -0.1201 -18.1535 9.4241
H -1.0951 -22.3246 1.3445
C -4.0536 -17.9138 0.7293
Si -3.2054 -19.3836 1.4786
C -0.6101 -18.1169 6.7727
H 4.7060 -17.9414 1.2867
H 2.2543 -18.4973 8.1153
H -1.8369 -15.6735 6.1500
C 2.3134 -16.9995 3.4525
H -0.6718 -20.2516 -1.1451
H -3.0445 -21.5838 0.5816
H -5.7181 -14.8715 3.9913
H -3.9037 -16.9495 1.1783
H -1.8130 -17.0502 -0.0631
C -0.7423 -14.3044 4.9989
C 1.4041 -18.3864 7.5002
C 0.9562 -20.9675 3.5672
C 1.3672 -18.2947 1.7345
N 1.2354 -17.6099 2.9098
N 1.3940 -18.3515 6.1299
H -4.5507 -20.8240 0.0247
H -1.6949 -21.7820 5.2849
H -3.8199 -17.7870 -0.3209
H 2.6890 -18.8952 0.2797
H -0.7970 -17.8283 -1.2752
C -1.4738 -19.1466 2.2725
H -5.3695 -19.9726 2.3682
N -2.5807 -12.5444 -0.1529
N -0.2556 -15.1911 4.0026
C -3.4457 -20.7064 0.1568
H -1.5292 -11.7056 7.7271
H -0.2345 -16.5316 -0.3755
H 0.9234 -14.8895 2.2442
H -5.1441 -18.0788 0.7814
C 0.3810 -14.4811 3.1154
H -0.3459 -10.9591 5.7112
C -1.5164 -14.6587 6.0929
H -0.9956 -20.2839 5.5458
H -2.5118 -13.9836 7.8636
H -4.3794 -19.1006 3.6263
C -0.3931 -12.9620 4.8842
C -2.4877 -15.2514 2.0026
H 2.1883 -16.4782 4.4560
S 0.5763 -12.8423 3.3963
H 1.2569 -22.0002 3.5522
O 0.8194 -18.0224 10.1695
C -0.6405 -11.9950 5.8289
C -4.3898 -19.8581 2.8674
Si -0.2912 -18.8455 0.8723
H -2.6263 -20.2998 4.9091
O -2.3167 -17.6574 5.2509
Si -0.9027 -20.7587 3.1800
H 4.4242 -16.6272 3.5123
H 1.0179 -20.1146 -0.7465
H 2.0601 -18.5465 5.4265
C -4.4264 -14.0212 2.5264
C 0.0347 -20.2662 -0.3214
O -1.3642 -18.2368 9.8857
H 1.3123 -20.5383 4.4517
H -4.0333 -16.7846 4.4521
H -5.1249 -13.2219 2.3521
Hf -0.9876 -17.4401 3.7178
H -2.4675 -22.6140 2.5430
N 0.1446 -18.0638 5.7025
H -3.0366 -20.5670 -0.8361
C 0.1421 -18.3143 7.9798
C -3.8929 -16.0597 3.7402
C -1.3485 -12.3896 6.9385
H -0.0082 -21.2519 0.1382
H -2.0421 -18.2314 9.2298
H -4.2339 -20.8580 3.2919
C -1.4106 -22.3628 2.3955
O -2.8718 -17.9152 7.4107
C -0.8357 -17.4277 -0.3086
C -2.0585 -17.9315 6.5382
C -4.7820 -14.9817 3.4740
C -3.3373 -14.2004 1.6963
C 3.6077 -17.0817 2.9558
H 1.5787 -20.6081 2.7332
C -1.8355 -13.6994 7.0472
H -1.5824 -15.3783 1.4698
C -1.6722 -20.7536 4.8587
N -2.7510 -16.1189 3.0034
C 2.6394 -18.3308 1.1659
*
```

Summary:
Kohn-Sham gap (Ha): 0.2913
HOMO level (eV): -14.6
Energy above the lowest of the compared OMol25 structures with the same formula, charge and spin (kJ/mol): 0.00

***

Molecular formula: C32H40INSbSiV
Method: DFT, ωB97M-V/def2-TZVPD

```
! RIJCOSX wB97M-V def2-TZVPD def2/J DEFGRID3
* xyz 1 2
H -0.9072 3.5200 -5.3261
C 2.4814 1.1816 6.3406
C 1.4087 -0.4997 4.4138
H 5.7022 0.1805 -1.8634
C -0.1634 1.2828 1.7060
H 3.9754 6.5433 1.4828
C 2.5132 0.0594 1.1966
C 3.7442 3.2257 2.0998
C -0.3491 -0.4835 -2.6700
H -0.8333 1.0876 -5.6405
H 1.5206 6.2876 1.3744
C 2.3589 1.6190 5.0287
H 0.9821 -1.1713 3.6737
H -0.2667 -1.4954 -2.2837
H 2.1275 1.3052 -1.9241
C 2.5742 1.3125 -0.9291
C 1.5283 -0.9379 5.7226
H 2.1874 2.1837 -0.3976
C -0.4220 1.9172 -2.3476
H 2.2861 -0.9316 1.5989
H 2.1631 -0.4364 7.7093
H 2.1503 -1.0941 -1.9609
H 2.2675 -2.0016 -0.4494
H -3.3457 -0.5066 -2.5373
H -0.7175 0.6590 2.4233
H -4.7374 -0.7906 -1.4589
C 2.3577 3.0554 2.0259
H -0.1617 2.9565 -0.4639
C -0.5431 -0.3090 -4.0609
C 1.8240 0.7850 4.0455
C -0.6208 2.0886 -3.7382
C 3.5248 5.5713 1.6343
H -0.5853 -1.1774 -4.7051
N 2.0945 0.0790 -0.2376
H 4.2410 0.1772 -2.8368
C 4.3250 4.4691 1.9049
H 1.2035 -1.9342 5.9927
H 2.8990 1.8389 7.0920
C 2.6142 -1.1108 -0.9714
H -4.9243 -0.0498 1.4609
H -4.6655 2.2063 -0.5558
Sb -2.7612 0.3829 -0.0813
H 3.5942 0.1865 1.2990
H -0.3806 5.1939 -1.4199
C 1.5710 4.1789 1.7657
C -0.7501 3.3991 -4.2613
H -3.2442 2.5662 -1.5698
I -0.4454 -2.3339 0.8788
H 0.4909 4.0933 1.7232
H 4.5672 1.4792 -0.0898
C 4.1305 -1.1108 -1.1185
C -3.6547 -0.8499 -1.5516
H 4.6044 -1.2132 -0.1387
H -3.2501 3.0251 0.1438
H 4.3241 2.3054 -1.6094
C -0.2966 0.5963 -1.8208
H -0.6691 2.2462 1.6305
C -0.4546 4.3240 -2.0598
C -0.6713 4.4903 -3.4448
C 2.0674 -0.0954 6.6868
H -0.7682 5.4865 -3.8550
C -3.8575 -0.1155 1.6667
C -3.5792 2.2775 -0.5756
Si 1.6358 1.3577 2.2879
H 2.6821 2.6210 4.7707
V -0.0551 0.1079 0.1180
C 4.0884 1.3877 -1.0676
C -0.3350 3.0714 -1.5291
H 5.3995 4.5803 1.9684
C 2.1472 5.4269 1.5699
H -3.5987 -1.1300 1.9635
C 4.6138 0.1615 -1.8071
H -3.5990 0.5727 2.4698
H -3.3245 -1.8763 -1.4028
C -0.6808 0.9453 -4.5777
H 4.3839 2.3775 2.3240
H 4.4117 -1.9965 -1.6903
*
```

Summary:
Kohn-Sham gap (alpha / beta) (Ha): 0.2397 / 0.2612
HOMO level (alpha / beta) (eV): -10.8 / -10.8
Energy above the lowest of the compared OMol25 structures with the same formula, charge and spin (kJ/mol): 24.66

***

Molecular formula: C32H40N2O2OsP2
Method: DFT, ωB97M-V/def2-TZVPD

```
! RIJCOSX wB97M-V def2-TZVPD def2/J DEFGRID3
* xyz 2 1
C -3.4745 1.1117 -0.4113
H -2.7951 2.5247 -4.7045
C 0.4542 -1.6022 3.4092
P 0.5019 0.6354 1.5977
H -2.0552 2.1046 3.9642
H 7.4884 -2.1113 -0.9887
C -1.2611 -3.2632 -1.4365
H 2.7670 0.2301 1.9756
H 0.2458 -3.2819 4.7236
H 3.3033 1.6497 3.9021
C -1.9090 1.9103 -2.8609
H -0.3507 3.2426 0.7447
H -4.4808 0.3411 1.3225
H 0.1774 3.6444 2.3836
C -2.0818 -1.0001 -1.9531
C -0.5944 -1.8541 1.2600
C -0.4726 1.9982 -3.3823
C 2.7784 2.2989 1.3456
C 2.2540 1.5104 3.6411
C 6.5232 -1.6299 -1.0643
C -2.6772 -2.8728 -3.3481
C 2.1792 1.1395 2.1529
N -0.7519 -1.2976 -0.0132
H -2.8185 -0.2280 1.2244
H -0.4399 2.7037 -4.2129
C -4.7388 1.3200 -1.2457
H -0.3454 2.0921 4.3520
C -0.8263 1.7170 2.2522
H -3.2074 -3.2625 -4.2063
H -1.5246 3.7333 1.9675
H -1.8286 -4.7751 -2.8335
H 0.2384 2.3490 -2.6338
C 5.4025 -2.2498 -0.5072
H 5.1340 1.2068 -2.3518
C -0.6096 3.1636 1.8042
H -1.2228 -4.5444 3.1981
H -1.7735 -3.6429 0.9792
H 1.8457 0.7692 4.3215
C -1.1288 -3.0868 1.6409
H 7.3234 0.0398 -2.1329
H -3.3396 -0.8729 -3.6943
H -4.0532 -0.9006 0.1554
H -0.1300 1.0342 -3.7707
C -0.8242 -3.5870 2.8941
H -3.9067 1.5544 -3.7489
H -2.1599 2.8682 -2.3844
H -1.6954 1.3197 1.7142
H 3.8416 2.3592 1.5786
C -1.1095 1.6050 3.7506
H -3.2312 2.0535 0.0952
H 1.0373 -1.0486 4.1274
H -4.6807 2.2018 -1.8822
O 2.0325 1.0398 -1.4840
C -1.3839 -1.9129 -1.1191
H 2.3305 3.2455 1.6437
C 2.8296 -1.9846 -0.1392
C 6.4306 -0.4045 -1.7154
C 5.2096 0.2571 -1.8413
C 4.1985 -1.5961 -0.6308
C -1.9161 -3.7321 -2.5628
O 2.4815 -2.9288 0.5088
C -3.7021 0.0154 0.6333
H -5.5836 1.4605 -0.5711
H -1.2080 0.5708 4.0795
H -0.6272 -3.9116 -0.8497
H -2.5514 0.7994 -4.6092
P -1.9860 0.7640 -1.4236
C -2.8630 1.6692 -4.0321
H 1.7495 2.4574 3.8259
C 2.6957 -0.0070 -1.2021
N 1.9707 -0.9589 -0.6075
C -2.7498 -1.5164 -3.0593
C 4.1088 -0.3651 -1.2914
Os 0.2168 0.2067 -0.6054
H 2.6712 2.1953 0.2700
H 5.4769 -3.2014 0.0011
C 0.1371 -1.0587 2.1776
C -0.0066 -2.8704 3.7564
H -4.9580 0.4471 -1.8636
*
```

Summary:
Kohn-Sham gap (alpha / beta) (Ha): 0.2304 / 0.2306
HOMO level (alpha / beta) (eV): -14.4 / -14.3
Energy above the lowest of the compared OMol25 structures with the same formula, charge and spin (kJ/mol): 27.84

***

no.,maximum force (eV/Å)
1,1.52
2,0.87
3,0.46
4,4.78
5,1.19
6,1.86